Entry 1:
A 9-piece molecular cluster, C28H50N7O8 overall in a non-equilibrium geometry. Source: the Open Molecules 2025 dataset; level of theory: ωB97M-V/def2-TZVPD.

Output
Kohn-Sham gap in eV: 8.04
HOMO level in eV: -5.77
Net charge: -1
2S+1: 1

Structure (XYZ):
```
93
Properties=species:S:1:pos:R:3:forces:R:3
O 24.7314 2.5363 -23.8258 -0.5298 -0.1092 -0.1553
C 24.6778 2.5503 -22.4436 1.0103 -0.7346 1.4930
O 24.6661 1.4376 -21.8922 -0.3429 0.6502 -0.3217
O 24.7831 3.6756 -21.8645 -0.2936 0.2306 -0.8933
H 24.8007 1.5699 -24.0105 0.2186 0.5222 -0.1348
C 21.6465 4.2671 -23.5567 0.2185 0.4995 0.6190
C 20.3350 3.8016 -24.1275 0.8585 0.5123 -0.0639
O 19.8005 2.8309 -23.6698 -0.6517 -0.8731 0.0492
C 19.6504 4.7092 -25.1333 -0.4192 -0.3374 1.0710
H 21.3716 5.1045 -22.8993 0.0851 0.1007 -0.1293
H 22.3808 4.6561 -24.2569 -0.1886 0.0260 -0.2081
H 22.1314 3.5550 -22.8931 -0.1505 -0.3215 -0.2208
H 18.5906 4.4778 -25.0155 -0.0234 0.0540 -0.4322
H 19.9953 4.5553 -26.1503 0.1497 0.1185 -0.0560
H 19.8088 5.7243 -24.7672 0.1154 0.1816 -0.4905
C 28.9254 1.0067 -18.2542 -0.3486 0.8817 0.3891
C 27.7752 0.7778 -19.2111 -0.2430 -0.8593 -0.2988
O 27.4171 -0.3599 -19.4816 0.1444 0.1639 0.0527
N 27.1514 1.8632 -19.7228 0.2205 0.7311 -0.4779
C 27.4520 3.2414 -19.4151 0.2401 0.1032 1.1397
H 28.5498 1.6393 -17.4405 0.1666 -0.0848 0.0447
H 29.7365 1.5695 -18.7185 0.0927 -0.1814 -0.0418
H 29.2703 0.0784 -17.8185 0.0052 -0.1913 -0.2663
H 26.3636 1.7462 -20.3552 -0.0312 -0.5888 0.0055
H 26.6757 3.6195 -18.7437 -0.0799 0.3732 -0.2547
H 27.5868 3.9028 -20.2677 -0.3438 -0.2494 -0.3333
H 28.3742 3.3330 -18.8389 0.0177 -0.1942 -0.1133
C 21.8086 -2.7731 -19.2911 -0.4726 0.4803 0.2542
C 22.1598 -1.5035 -20.0511 -0.0935 -0.3314 0.7908
O 23.2529 -1.0051 -19.9263 0.2155 0.2530 -0.3453
N 21.1599 -1.0070 -20.8162 -0.2514 0.5317 -0.5839
C 21.2993 0.1262 -21.7130 0.1092 -0.1265 -0.7401
H 22.2016 -2.6737 -18.2813 0.3254 -0.1556 -0.1183
H 22.2484 -3.6206 -19.8102 -0.0518 -0.1391 0.1296
H 20.7277 -2.8801 -19.1683 0.0153 -0.2770 -0.2810
H 20.2361 -1.3861 -20.7459 0.0404 -0.3086 0.1537
H 20.6974 -0.0501 -22.6093 -0.1555 -0.0373 0.1522
H 22.3225 0.1977 -22.0824 0.1452 0.1574 0.4570
H 20.9669 1.0780 -21.3005 0.1786 -0.0059 0.2284
C 24.2759 5.2497 -16.5014 -0.1663 0.6470 0.2212
C 23.8026 3.8526 -16.8274 -0.6395 0.0642 -0.2478
O 23.2518 3.1645 -15.9737 0.4204 -0.0202 -0.1270
N 23.9718 3.4720 -18.1156 -0.2758 0.2028 0.7882
C 23.6670 2.1302 -18.5952 0.2547 0.1581 0.1782
H 25.0799 5.1909 -15.7669 0.0438 -0.0078 -0.0717
H 23.4621 5.8111 -16.0352 -0.0483 -0.2946 0.1543
H 24.5770 5.8812 -17.3390 0.2492 -0.3493 -0.2069
H 24.3077 4.1867 -18.7386 0.0792 -0.2570 -0.3141
H 24.5925 1.5572 -18.5697 -0.1222 -0.2574 -0.5364
H 23.2256 2.2001 -19.5835 0.3177 -0.2467 -0.1940
H 22.9767 1.6151 -17.9323 -0.1143 0.3369 0.1690
C 26.3935 0.8144 -27.1128 0.1388 -0.3784 0.6787
C 25.5484 0.0023 -26.1435 0.0891 0.7306 0.6730
O 25.6754 0.1762 -24.9338 -0.1639 -0.4192 -0.6152
N 24.6147 -0.8478 -26.6315 0.0563 -0.1128 -0.4805
C 24.3851 -1.1469 -28.0392 -0.1611 -0.0833 0.5344
H 26.9129 0.1717 -27.8242 -0.2209 0.1617 -0.2850
H 27.1380 1.2866 -26.4762 0.0428 0.0985 -0.0946
H 25.8032 1.6042 -27.5762 -0.0554 -0.1759 -0.2897
H 24.1299 -1.3982 -25.9428 0.0111 0.0766 0.1334
H 25.2340 -1.6672 -28.4844 -0.0012 0.0951 -0.1451
H 24.1330 -0.2456 -28.5969 0.1529 0.0114 -0.0837
H 23.5201 -1.8073 -28.0738 0.0322 -0.0179 -0.1572
N 26.6860 4.8891 -23.7016 0.7822 0.4455 -0.0716
C 27.8434 5.4682 -23.2224 -1.0339 -0.6144 0.1808
C 28.6087 5.8396 -24.2849 0.3334 1.1219 -0.4689
C 27.8873 5.5435 -25.4801 -0.0788 -0.4372 0.5846
C 26.7393 4.9225 -25.0619 -0.7346 -0.3942 -0.1475
H 25.8967 4.5619 -23.1330 0.2810 -0.2761 -0.0305
H 27.9918 5.5308 -22.1594 0.1671 0.1517 0.0301
H 29.4866 6.4680 -24.2186 0.1494 -0.3406 0.0146
H 28.1600 5.7027 -26.5083 0.1761 0.0422 0.0001
H 25.9695 4.4135 -25.6246 0.0183 0.2311 -0.0635
N 23.3825 3.4564 -26.4841 -0.4176 0.5112 0.2365
C 22.8296 2.4510 -27.2205 -0.2866 -0.2092 0.0043
C 22.0447 3.0025 -28.2133 0.3532 -0.5071 0.5591
C 22.1185 4.3979 -28.0360 -0.2157 1.0301 -0.2056
C 22.9167 4.6594 -26.9549 0.3125 -0.5041 -0.0832
H 23.7946 3.3629 -25.5619 0.2627 -0.3876 -0.0200
H 22.9425 1.4189 -26.9292 0.1663 0.0060 -0.0199
H 21.4559 2.4260 -28.9049 0.0069 0.1174 -0.1839
H 21.6494 5.1871 -28.6068 -0.0666 -0.2213 -0.1220
H 23.2084 5.5879 -26.4955 0.0418 0.0303 -0.0291
N 24.5770 6.3210 -20.8200 0.1502 0.1143 -0.0494
C 23.4390 6.9812 -20.4762 -0.1048 -0.3247 0.1230
C 23.7588 7.9914 -19.5991 -0.3950 -0.2746 -0.5262
C 25.1651 7.9634 -19.4549 0.4701 0.3510 0.0087
C 25.6507 6.9329 -20.2296 -0.5877 -0.2986 0.1337
H 24.5950 5.4256 -21.3104 0.0946 -0.0024 -0.1154
H 22.4975 6.6677 -20.8986 -0.0546 0.0030 0.2012
H 23.0167 8.6383 -19.1631 0.2162 0.2313 0.1049
H 25.7625 8.6837 -18.9171 0.0223 -0.1371 0.1043
H 26.6377 6.5469 -20.4038 0.1501 0.1151 0.1000
```
Positions in Å, forces in eV/Å.

Entry 2:
A 13-piece molecular cluster, C7H40O13 overall in a non-equilibrium geometry. Source: the Open Molecules 2025 dataset; level of theory: ωB97M-V/def2-TZVPD.

Output
Kohn-Sham gap in eV: 9.73
HOMO level in eV: -9.57
2S+1: 1

Structure (XYZ):
```
60
Properties=species:S:1:pos:R:3:forces:R:3
C 0.2395 -0.1464 0.1593 0.0081 0.6600 1.2405
O 0.1763 0.2502 -1.1825 0.2324 -0.0006 -0.5535
H -0.6931 0.0632 0.6934 -0.1915 -0.4913 -0.1972
H 0.5986 -1.1650 0.3212 -0.4580 -0.1678 -0.2699
H 0.9599 0.4763 0.6976 0.1692 0.1414 -0.4610
H -0.6299 -0.0908 -1.6036 0.3117 -0.2809 -0.0162
C 0.5092 0.4861 -4.6541 0.3994 -0.1211 -0.2791
O 1.0496 0.1183 -5.9260 -0.0586 0.0362 -0.0442
H 1.2791 0.2279 -3.9292 -0.1439 0.0646 0.2072
H 0.2999 1.5552 -4.5956 -0.0017 0.0218 0.0741
H -0.3930 -0.0817 -4.4295 -0.0614 0.0108 0.0225
H 0.7693 0.7460 -6.5946 -0.0988 0.0050 0.0441
C -2.5198 -1.9211 2.1450 0.2951 -0.8034 0.0684
O -3.0363 -2.0679 0.8348 -0.3720 0.3285 0.0617
H -2.8421 -2.7232 2.8225 -0.1887 -0.0151 -0.1127
H -1.4280 -1.9643 2.1281 0.0231 0.4028 0.1141
H -2.8776 -0.9888 2.5714 0.1153 0.1786 -0.2244
H -2.6657 -2.8446 0.4131 0.0631 -0.0302 0.0234
C 1.7892 -4.8675 0.1965 0.6421 0.0447 0.0463
O 0.9671 -3.6930 0.2194 0.0535 -0.4765 0.1846
H 1.4587 -5.6132 0.9186 -0.1367 -0.0633 -0.1298
H 1.8842 -5.2799 -0.8099 -0.3326 -0.1081 0.0333
H 2.7986 -4.5688 0.4841 -0.1064 0.1443 0.0894
H 0.0509 -3.9848 0.2045 -0.0476 0.1895 -0.1158
C 2.8154 1.7797 2.2771 -0.0556 -0.1333 -0.0509
O 3.3131 0.9151 1.2506 0.1205 0.1869 0.4110
H 2.1130 1.2235 2.8944 -0.1105 -0.0172 -0.1623
H 3.6018 2.1106 2.9592 0.1079 0.0964 -0.1564
H 2.3097 2.6304 1.8174 -0.0690 0.0919 0.2063
H 3.9990 1.4250 0.8095 0.0440 -0.2705 -0.2186
C 2.3023 3.0563 -1.6925 -0.6346 -0.3059 -0.1969
O 0.8960 2.9538 -1.5377 -0.0218 0.2053 -0.0792
H 2.5792 2.9345 -2.7439 0.2027 0.0131 0.0098
H 2.5903 4.0527 -1.3663 0.1247 -0.0173 0.0846
H 2.7970 2.2828 -1.0994 0.2393 0.1060 0.0252
H 0.6256 2.0326 -1.6817 0.0882 0.0241 0.2721
C -4.0172 3.3039 1.3976 0.8934 -0.1492 -0.1219
O -3.1917 2.2275 0.9448 -0.1985 0.1201 0.2999
H -4.4544 3.7700 0.5172 -0.3030 -0.0608 0.1203
H -4.7620 2.9541 2.1139 -0.1851 0.0941 -0.1447
H -3.3736 4.0500 1.8751 -0.2138 0.0903 0.0659
H -2.5283 2.0687 1.6505 -0.1568 -0.0705 -0.4231
O -3.4230 1.0614 -1.5754 -0.1243 0.2849 0.0346
H -3.4258 1.4903 -0.6927 0.2006 -0.2179 0.0569
H -3.3738 1.7905 -2.2020 0.0520 -0.0351 0.0125
O -1.9750 -1.0862 -2.4488 -0.1059 0.3158 0.2921
H -2.4577 -1.3046 -3.2504 0.0742 -0.0047 -0.0217
H -2.4764 -0.3320 -2.0537 -0.2255 -0.3571 -0.1539
O 0.3170 -0.5929 3.5255 -0.1195 0.5966 -0.0412
H 1.0975 -0.5556 2.9491 -0.0857 -0.4964 0.1099
H 0.3078 -1.5017 3.8364 0.0545 -0.0076 -0.0058
O 2.3320 -1.9481 2.1077 0.1253 0.1116 -0.2110
H 1.8494 -2.5786 1.5506 -0.0413 0.1093 0.0153
H 2.7472 -1.3418 1.4743 0.1170 -0.0239 0.1128
O 2.5151 -2.0524 -1.6167 0.1222 -0.1709 0.1608
H 1.9092 -1.3077 -1.5124 -0.1048 -0.0280 -0.1048
H 2.0926 -2.7883 -1.1479 -0.0913 0.4858 -0.2059
O -1.2792 1.9406 2.8671 0.1164 -0.0051 0.1512
H -0.8390 1.0851 2.9717 0.0748 -0.2221 0.0925
H -1.2772 2.3290 3.7475 -0.0258 -0.0086 -0.0412
```
Positions in Å, forces in eV/Å.

Entry 3:
A 2-piece molecular cluster, C5H14NO2 overall in a non-equilibrium geometry. Source: the Open Molecules 2025 dataset; level of theory: ωB97M-V/def2-TZVPD.

Output
Kohn-Sham gap in eV: 9.62
HOMO level in eV: -13.07
Net charge: +1
2S+1: 1

Structure (XYZ):
```
22
Properties=species:S:1:pos:R:3:forces:R:3
C 1.1431 2.2451 0.2041 -0.2048 -0.9272 -3.4809
O -0.2219 2.2283 0.0130 -4.6620 2.8197 1.2177
C 1.5473 1.7487 1.5393 0.7194 0.2587 0.0221
C 1.6043 0.1857 1.4241 3.5227 -0.6004 2.0834
C 0.3306 -0.3953 1.0364 -2.5412 1.8819 2.2990
C 0.0101 -1.2817 0.1256 1.2011 -1.2435 -3.4031
N -1.3776 -1.6181 -0.3900 -3.6518 -0.6893 0.4494
H 1.2032 1.3629 -0.7238 1.9293 2.6097 2.4047
H 1.5084 3.2724 0.0033 0.4195 -0.8269 -0.4361
H -0.7173 3.0719 0.3648 1.6191 -2.3328 -0.7998
H 2.4574 2.3143 1.8525 0.0962 -1.3752 -0.3816
H 0.8692 2.1658 2.3324 -0.0942 -0.9883 -0.7290
H 2.4501 -0.3113 0.8509 -0.7211 1.3977 0.2149
H 1.9169 -0.0560 2.4829 -0.8593 -0.5742 -0.7942
H -0.3887 0.1933 1.7058 -0.1103 -1.4202 -1.4439
H 0.8002 -1.7708 -0.5808 -1.5108 0.9623 1.5294
H -1.8034 -1.3153 -1.4612 1.7957 -0.6541 3.4514
H -2.1576 -1.3202 0.3579 2.1306 -0.3449 -2.0893
H -1.5551 -2.6891 -0.4182 0.7178 2.0075 -0.0577
H -1.1513 -2.5722 -3.0918 -2.6616 0.0665 0.2127
H -2.4360 -3.3168 -3.5442 -0.0073 1.2265 0.9731
O -2.1738 -2.5680 -2.9352 2.8731 -1.2534 -1.2422
```
Positions in Å, forces in eV/Å.